1.
Entry from the OMol25 dataset: an isolated molecule of C7H4O2 at a distorted geometry (ωB97M-V with the def2-TZVPD basis set).

Its molar mass is 120.11 g mol⁻¹. Its SMILES is O=C1C=Cc2cocc21.

Geometry as ORCA input:
```
! wB97M-V def2-TZVPD RIJCOSX def2/J DEFGRID3
* xyz 0 1
O 0.32327 2.65934 0.74276
C 0.38878 1.57939 0.28369
C 1.13212 1.20024 -1.01842
C 0.93615 -0.01666 -1.26066
C 0.10917 -0.69142 -0.21152
C -0.61135 -1.76790 0.00940
O -1.42155 -1.49898 1.07903
C -1.15213 -0.24203 1.50358
C -0.16800 0.29933 0.75228
H 1.73749 1.86727 -1.60719
H 1.28623 -0.65601 -2.08893
H -0.70267 -2.76332 -0.55015
H -1.85751 0.03074 2.36614
*
```



2.
Entry from the OMol25 dataset: a structure of composition C36H66Br28N2OPS at a distorted geometry (ωB97M-V with the def2-TZVPD basis set).

Its molar mass is 2843.29 g mol⁻¹.

Geometry as ORCA input:
```
! wB97M-V def2-TZVPD RIJCOSX def2/J DEFGRID3
* xyz 1 1
C 3.99366 0.16319 -0.03416
C 3.56101 1.28415 -0.58481
C 2.86004 2.44134 -1.44887
C 2.40839 1.72649 -2.84263
C 0.84225 1.25579 -2.72526
N 0.19159 0.24740 -3.59150
C 0.87035 -0.89502 -3.41216
S 1.84614 -2.20580 -3.80586
N 0.35851 1.98805 -1.70901
P -1.33120 1.96695 -1.12368
C -1.96267 0.20934 -0.77856
O -2.25954 2.48349 -2.52141
C 1.34871 2.91444 -1.01062
H 4.24514 -0.76159 0.59804
H 3.44778 3.43006 -1.52810
H 3.14841 1.02228 -3.36708
H 2.29222 2.64573 -3.54685
H -2.56874 -0.21415 -1.68773
H -1.15690 -0.53816 -0.43260
H -2.75544 0.31531 0.07373
H -1.68052 2.43921 -3.33015
H 1.10006 4.04005 -1.04659
H 1.30359 2.51288 0.07558
Br -5.11550 -0.05697 2.53804
C -3.84618 -1.53172 2.66397
C -2.70808 -1.19718 3.59654
Br -1.43296 0.00948 2.74865
H -3.51967 -1.75781 1.64743
H -4.42535 -2.37298 3.05020
H -2.13395 -2.09358 3.83910
H -3.03229 -0.71814 4.52138
Br 0.31728 -7.31424 0.10213
C 0.25858 -7.06197 -1.83033
C 0.73149 -5.68231 -2.21616
Br -0.63857 -4.34045 -1.86220
H -0.76349 -7.27376 -2.14814
H 0.92577 -7.82494 -2.23672
H 0.91446 -5.62487 -3.29106
H 1.62982 -5.36816 -1.68228
Br -2.64648 2.00715 -5.59685
C -2.90580 0.07992 -5.71126
C -3.30774 -0.33540 -7.10511
Br -5.18160 0.07566 -7.45175
H -3.63964 -0.18733 -4.95276
H -1.93944 -0.35326 -5.44396
H -3.22779 -1.41790 -7.22187
H -2.72477 0.15365 -7.88706
Br 1.36387 -3.11793 5.17718
C 2.97242 -3.17561 4.07712
C 2.73097 -2.55657 2.72253
Br 1.72933 -3.76242 1.56180
H 3.28588 -4.21949 4.02578
H 3.71780 -2.60391 4.63381
H 3.67653 -2.38375 2.20471
H 2.17113 -1.62111 2.76838
Br 4.51062 1.87037 2.53936
C 5.78025 1.78831 4.01687
C 6.82908 0.73043 3.77658
Br 6.12124 -1.05605 4.10550
H 5.20055 1.62422 4.92653
H 6.23583 2.77998 4.05602
H 7.65606 0.84160 4.48031
H 7.22160 0.73419 2.75864
Br 9.06168 2.74630 7.70888
C 10.64944 2.55512 6.59366
C 10.34722 1.76598 5.34366
Br 10.21892 -0.14210 5.72569
H 11.42289 2.10097 7.21538
H 10.94458 3.57584 6.34221
H 11.16322 1.85713 4.62420
H 9.41225 2.05806 4.86371
Br -1.14350 3.18112 2.28168
C -0.77577 5.08257 2.47944
C 0.01931 5.60667 1.30861
Br 1.89563 5.08653 1.43909
H -0.27110 5.21138 3.43828
H -1.75670 5.56018 2.52392
H 0.02724 6.69830 1.30610
H -0.34428 5.24829 0.34251
Br -0.27667 -10.23033 -4.11393
C 1.00787 -11.68701 -3.94425
C 2.14343 -11.31031 -3.02444
Br 3.40619 -10.11771 -3.91083
H 1.33477 -11.94215 -4.95341
H 0.43814 -12.52132 -3.53010
H 2.72748 -12.19177 -2.75339
H 1.81367 -10.80532 -2.11541
Br -10.54203 3.40983 2.18348
C -9.27303 1.93488 2.31087
C -8.13564 2.27124 3.24369
Br -6.85792 3.47646 2.39597
H -8.94677 1.70699 1.29492
H -9.85298 1.09426 2.69833
H -7.56164 1.37548 3.48875
H -8.46150 2.75187 4.16717
Br -11.69220 -0.68382 1.83094
C -12.72332 0.34700 3.12629
C -14.18619 -0.02004 3.07796
Br -15.06589 0.78293 1.53458
H -12.53443 1.40125 2.91676
H -12.29462 0.09197 4.09780
H -14.71227 0.38188 3.94587
H -14.36020 -1.09534 3.01949
Br -5.31631 -4.43743 -1.10202
C -5.57869 -2.50894 -0.99322
C -5.38850 -1.85376 -2.33909
Br -3.49662 -1.70846 -2.79372
H -4.89267 -2.13688 -0.23060
H -6.60567 -2.38107 -0.64520
H -5.75637 -0.82591 -2.32213
H -5.87089 -2.39347 -3.15515
Br -0.94758 4.91216 -7.39321
C -1.31676 4.48028 -9.25862
C -2.69345 4.94477 -9.66556
Br -4.07357 3.75368 -8.97407
H -1.17286 3.40453 -9.37075
H -0.54859 5.00634 -9.82916
H -2.80574 4.91030 -10.75083
H -2.93286 5.94858 -9.31203
Br 13.96625 0.00765 8.78436
C 13.14983 -1.50020 7.85633
C 14.13712 -2.17702 6.93667
Br 14.40772 -1.14389 5.30506
H 12.26939 -1.11569 7.33888
H 12.83154 -2.18194 8.64777
H 13.75147 -3.14165 6.60135
H 15.11964 -2.32118 7.38808
Br 0.22391 6.09403 -1.75319
C -0.40319 6.88888 -3.41909
C -1.90750 6.85848 -3.50557
Br -2.54883 5.07532 -3.95863
H 0.08738 6.35348 -4.23356
H -0.03865 7.91790 -3.39575
H -2.25969 7.50088 -4.31486
H -2.40072 7.14965 -2.57709
*
```



3.
Entry from the OMol25 dataset: a structure of composition C47H122BeN9O14 at a distorted geometry (ωB97M-V with the def2-TZVPD basis set).

Its molar mass is 1046.55 g mol⁻¹.

Geometry as ORCA input:
```
! wB97M-V def2-TZVPD RIJCOSX def2/J DEFGRID3
* xyz 1 1
Be -26.27597 11.07168 9.51569
C -25.01252 5.82735 14.24264
C -24.89756 7.30388 13.95287
C -23.49479 7.87484 14.14253
O -25.60009 7.64042 12.79814
H -25.06114 5.74569 15.32849
H -24.19726 5.19459 13.89183
H -26.01184 5.46242 14.00540
H -25.39948 7.84988 14.75165
H -23.44767 8.95896 14.03973
H -22.81184 7.36197 13.46530
H -23.20993 7.58258 15.15324
C -32.55754 -0.90172 12.62779
O -31.70080 -0.10438 11.80095
C -30.41010 0.04126 12.48574
C -29.37273 0.64544 11.60415
N -29.97068 1.72841 10.72649
C -28.93620 2.27453 9.86159
C -29.43148 2.64805 8.43385
O -29.71169 1.39844 7.81928
C -30.29970 1.59537 6.49431
H -33.31010 -1.24925 11.91999
H -33.08366 -0.30031 13.36915
H -31.99707 -1.74935 13.02215
H -30.02250 -0.89495 12.88748
H -30.58129 0.66152 13.36556
H -28.93382 -0.10150 10.94268
H -28.52878 0.98850 12.20262
H -30.50732 1.17733 10.07195
H -28.10158 1.59972 9.67145
H -28.49567 3.09714 10.42491
H -28.73608 3.21390 7.81391
H -30.32303 3.26118 8.56545
H -31.23505 2.15325 6.53902
H -30.47738 0.57471 6.15549
H -29.49298 1.96679 5.86239
C -18.20159 2.34765 17.83725
O -19.03539 1.21847 17.80587
C -19.37355 0.89769 16.46395
C -20.19375 -0.48190 16.44835
N -19.41750 -1.60391 17.00910
C -18.21449 -2.03649 16.26168
C -17.37456 -3.10976 17.07414
O -17.21129 -2.70394 18.44472
C -16.48876 -3.53793 19.31116
H -17.73701 2.51024 18.80978
H -18.68451 3.19952 17.35846
H -17.32939 2.07196 17.24449
H -18.52486 0.83362 15.78298
H -20.01872 1.72098 16.15726
H -20.44033 -0.64620 15.39940
H -21.12729 -0.42520 17.00815
H -18.91691 -1.25576 17.81428
H -17.47860 -1.25230 16.08389
H -18.47180 -2.47570 15.29784
H -16.39228 -3.28856 16.63679
H -17.99835 -4.00227 17.02476
H -17.06102 -3.97791 20.12789
H -15.76619 -2.89649 19.81569
H -15.94172 -4.37344 18.87440
C -31.51700 0.83853 24.81604
O -30.51880 0.00291 24.30297
C -31.02248 -0.95833 23.30406
C -30.05201 -1.99401 22.79035
N -28.68815 -1.58326 22.37494
C -28.74054 -0.75338 21.23853
C -27.40529 -0.10200 20.92833
O -26.97583 0.64239 22.05962
C -25.88883 1.48065 21.69148
H -32.23646 0.28314 25.41772
H -32.08598 1.26651 23.99068
H -31.03441 1.69333 25.28988
H -31.42396 -0.42200 22.44425
H -31.90820 -1.46087 23.69269
H -30.45912 -2.56985 21.95923
H -29.87004 -2.71136 23.59059
H -28.21926 -1.01053 23.06213
H -29.53412 -0.03121 21.43038
H -29.05266 -1.34888 20.38059
H -27.48596 0.46149 19.99877
H -26.64783 -0.84486 20.67827
H -24.87046 1.10648 21.79650
H -25.81337 2.33169 22.36833
H -26.02678 1.87457 20.68456
C -26.85201 12.28626 13.49543
O -26.09627 12.74946 12.39327
C -25.18949 13.70955 12.84638
C -24.22076 14.08655 11.67263
N -23.57822 12.85562 11.22881
C -22.58914 13.15816 10.17171
C -22.01143 11.87640 9.53617
O -23.04117 10.86337 9.37219
C -22.55870 9.77528 8.56729
H -27.52287 13.05051 13.88782
H -26.17965 11.78207 14.18955
H -27.39474 11.38498 13.21040
H -24.58205 13.35687 13.67987
H -25.68166 14.55255 13.33140
H -23.48136 14.68773 12.20176
H -24.84417 14.61893 10.95427
H -23.07051 12.55084 12.04700
H -21.73836 13.75414 10.50198
H -23.00181 13.88919 9.47643
H -21.14914 11.59454 10.14041
H -21.77089 12.19975 8.52341
H -22.68937 9.94003 7.49776
H -23.13322 8.86126 8.71763
H -21.51891 9.45449 8.63074
C -26.90101 8.03904 20.59504
C -27.56887 8.82658 21.72876
C -28.12628 7.96988 22.88401
O -29.20400 7.20998 22.39940
C -29.57784 6.12153 23.25642
N -26.59656 9.77425 22.24143
H -27.61576 7.38566 20.09473
H -26.07586 7.42196 20.95063
H -26.53690 8.73126 19.83586
H -28.45462 9.33483 21.34767
H -28.48792 8.50800 23.76021
H -27.31291 7.33403 23.23362
H -28.83424 5.32567 23.21439
H -30.50531 5.67835 22.89381
H -29.66370 6.39093 24.30911
H -26.19213 10.27061 21.46030
H -27.12271 10.45795 22.76661
C -33.77889 6.43233 13.41272
C -32.32474 6.91962 13.82717
C -31.69542 6.08981 14.96418
O -32.40869 6.32241 16.19886
C -32.08451 5.36761 17.19653
N -31.48055 6.72721 12.65591
H -33.85889 5.35799 13.24685
H -34.14196 6.90974 12.50258
H -34.52521 6.67020 14.17069
H -32.29792 7.98947 14.03402
H -30.65080 6.36768 15.10437
H -31.69150 5.05794 14.61303
H -32.55707 5.79476 18.08103
H -30.99705 5.43547 17.22690
H -32.44656 4.34470 17.09331
H -30.54901 6.96589 12.96474
H -31.44560 5.72231 12.56084
C -22.05923 16.47037 18.00766
C -22.13618 15.03818 18.70395
C -21.00399 14.12805 18.20442
O -21.16951 13.98305 16.78206
C -20.03772 13.39500 16.11139
N -22.22479 15.19386 20.13674
H -22.92012 17.07764 18.28730
H -22.15785 16.31246 16.93368
H -21.15214 17.03682 18.21842
H -23.08611 14.61425 18.37833
H -20.81196 13.14862 18.64254
H -20.07282 14.66842 18.37479
H -19.18472 14.02322 16.36799
H -19.98427 13.40184 15.02273
H -19.79759 12.40830 16.50747
H -22.86736 15.91384 20.43476
H -22.53003 14.34126 20.58396
C -15.64952 7.22492 11.84044
C -14.47587 6.21720 12.09917
C -13.31830 6.37446 11.01307
O -13.73522 6.18956 9.69112
C -12.80518 6.64645 8.68516
N -14.06847 6.46259 13.49955
H -16.37476 7.23944 12.65403
H -16.13373 7.16027 10.86604
H -15.21238 8.22267 11.87917
H -14.86326 5.20099 12.02609
H -12.53056 5.62716 11.10841
H -12.85922 7.34732 11.18876
H -13.13737 6.36559 7.68572
H -11.79398 6.29829 8.89574
H -12.65718 7.72205 8.78152
H -13.54404 7.32502 13.46348
H -13.41024 5.76564 13.81754
C -16.61042 -0.20378 9.94274
C -17.19490 0.55644 8.70945
C -18.35669 1.49886 9.11065
O -19.32983 0.81725 9.86022
C -20.50952 1.58645 9.96074
N -16.06251 1.38737 8.22889
H -15.93827 -1.00370 9.63222
H -17.32807 -0.65494 10.62796
H -15.83948 0.34246 10.48622
H -17.51595 -0.17960 7.97239
H -18.78310 1.89837 8.19051
H -17.95804 2.30891 9.72139
H -21.00152 1.83518 9.02043
H -20.32736 2.53562 10.46473
H -21.19232 0.98364 10.55947
H -15.79917 2.16825 8.81284
H -15.27483 0.78378 8.04088
*
```



4.
Entry from the OMol25 dataset: an isolated molecule of C4H8N2O at a distorted geometry (ωB97M-V with the def2-TZVPD basis set).

Its molar mass is 100.12 g mol⁻¹. Its SMILES is C1CN2N[C@H]2CO1.

Geometry as ORCA input:
```
! wB97M-V def2-TZVPD RIJCOSX def2/J DEFGRID3
* xyz 0 1
C -1.21956 -0.84125 0.03792
C 0.23131 -1.44164 -0.15925
N 1.24430 -0.52266 0.33331
N 1.88661 0.42327 -0.55997
C 1.10363 0.88583 0.48883
C -0.61388 1.48329 0.12485
O -1.38383 0.47686 -0.41928
H -1.82859 -1.58315 -0.38202
H -1.51977 -0.75671 1.04852
H 0.46150 -2.21280 0.52711
H 0.33101 -1.63669 -1.15683
H 1.34243 0.41097 -1.49275
H 1.68633 1.23711 1.27091
H -1.10100 1.74504 1.01990
H -0.62049 2.33253 -0.68126
*
```



5.
Entry from the OMol25 dataset: an isolated molecule of C4H7NO2 (ωB97M-V with the def2-TZVPD basis set).

Its molar mass is 101.10 g mol⁻¹. Its SMILES is C[C@@H](C=O)C(N)=O.

Geometry as ORCA input:
```
! wB97M-V def2-TZVPD RIJCOSX def2/J DEFGRID3
* xyz 0 1
C -0.81094 -1.08011 0.42650
C -0.40177 0.21257 -0.29608
C -1.25559 1.36881 0.20607
O -2.44857 1.39499 0.01367
C 1.08317 0.54948 -0.20328
N 1.94389 -0.49367 -0.35797
O 1.48005 1.68809 -0.01909
H -0.43571 -1.09663 1.45584
H -1.90222 -1.14962 0.45095
H -0.43473 -1.96822 -0.09226
H -0.65807 0.10823 -1.36070
H -0.73376 2.17105 0.75730
H 1.64423 -1.42185 -0.60771
H 2.93004 -0.28314 -0.37324
*
```



6.
Entry from the OMol25 dataset: a structure of composition C25H21CaCl2N8O2 at a distorted geometry (ωB97M-V with the def2-TZVPD basis set).

Its molar mass is 576.48 g mol⁻¹.

Geometry as ORCA input:
```
! wB97M-V def2-TZVPD RIJCOSX def2/J DEFGRID3
* xyz 1 1
Ca 0.54553 -0.21853 1.00500
N 0.37263 -1.13683 5.16010
C 1.09543 -0.42293 4.28420
N 0.97143 -0.94743 3.09160
C 0.12813 -1.99653 3.27910
N -0.23877 -2.13443 4.53640
C -0.29157 -2.86183 2.19580
C -1.12807 -3.96823 2.40200
N -1.48097 -4.75643 1.40850
C -1.00657 -4.47943 0.20310
C -0.19027 -3.37383 -0.01780
N 0.15743 -2.56463 0.97440
H 0.25573 -1.00873 6.15570
H 1.68643 0.43817 4.53300
H -1.51547 -4.19813 3.38330
H -1.29877 -5.14643 -0.59580
H 0.19933 -3.13183 -0.99900
Cl -0.51587 3.06067 -4.42900
C -0.87407 1.43437 -3.95310
C -0.82987 0.41847 -4.88950
C -1.14297 -0.87923 -4.51510
C -1.43027 -1.17113 -3.19330
C -1.44577 -0.15143 -2.25890
Cl -1.71707 -0.52723 -0.59300
C -1.23307 1.18817 -2.61790
N -1.34247 2.18747 -1.68000
C -2.54087 2.35467 -0.95400
C -3.75027 1.97717 -1.53300
C -4.94017 2.17117 -0.85840
C -4.92847 2.72747 0.40880
C -3.72647 3.08117 0.99810
C -2.52147 2.90937 0.32960
C -1.21767 3.25787 0.99550
C -0.43007 1.96027 1.13840
O -0.75417 1.12317 2.00760
O 0.49793 1.73577 0.33350
H -0.58057 0.64407 -5.91390
H -1.16367 -1.65983 -5.25730
H -1.65307 -2.18233 -2.88650
H -0.84847 3.04337 -1.90330
H -3.75127 1.54187 -2.52230
H -5.87327 1.89707 -1.32830
H -5.85487 2.88847 0.93850
H -3.71927 3.49367 1.99790
H -1.40587 3.68677 1.97870
H -0.63527 3.94937 0.38240
N 6.76673 -0.30063 -0.61630
C 5.46993 -0.31453 -0.26580
C 4.57893 0.67887 -0.70260
C 3.25413 0.60097 -0.34820
N 2.73863 -0.37323 0.40680
C 3.58883 -1.30213 0.85000
C 4.93153 -1.32143 0.55260
H 7.12513 0.42577 -1.21180
H 7.39273 -1.02363 -0.31310
H 4.93453 1.49427 -1.31360
H 2.55563 1.35807 -0.67460
H 3.16053 -2.07393 1.47560
H 5.56963 -2.10103 0.93900
*
```



7.
Entry from the OMol25 dataset: a structure of composition C7H4O5Pb at a distorted geometry (ωB97M-V with the def2-TZVPD basis set).

Its molar mass is 375.30 g mol⁻¹.

Geometry as ORCA input:
```
! wB97M-V def2-TZVPD RIJCOSX def2/J DEFGRID3
* xyz 2 1
Pb 0.00013 0.00004 -0.03365
O -0.00623 3.39524 0.23144
C -0.00416 2.24984 0.12457
C 0.00436 -2.24982 0.12490
O 0.00670 -3.39517 0.23214
C 2.23992 0.00440 -0.04175
O 3.39614 0.00692 -0.00665
C -2.23993 -0.00407 -0.04156
O -3.39604 -0.00585 -0.00619
C -0.00140 0.67157 -2.38903
H -0.95338 1.27887 -2.40795
H 0.94846 1.28224 -2.40841
C 0.00098 -0.67202 -2.38888
H 0.95312 -1.27931 -2.40810
H -0.94876 -1.28279 -2.40763
O 0.00000 0.00000 3.38959
C 0.00000 0.00002 2.27407
*
```



Which HOMO-LUMO gap belongs to each record? In order, 9.484 6.671 1.184 9.403 10.338 7.055 6.626 eV.